(1)
Below is 2 unconnected molecules or ions with the total composition C4H12N2 at a distorted geometry, with properties calculated with ωB97M-V/def2-TZVPD.

Cartesian coordinates (Å):
C -0.11 -1.81 2.00
N 0.04 -1.93 3.20
C 1.30 -2.02 3.86
H -1.01 -1.50 1.66
H 0.51 -1.91 1.02
H 1.77 -2.91 3.59
H 1.27 -2.15 4.91
H 1.82 -1.10 3.72
C 0.58 2.36 -3.27
N -0.45 1.97 -2.22
C -1.45 0.98 -2.77
H 1.35 1.54 -3.15
H 0.50 2.41 -4.31
H 0.78 3.47 -3.00
H -0.79 2.83 -1.76
H -2.49 1.45 -2.83
H -1.57 0.19 -1.86
H -1.16 0.37 -3.70

Computed properties:
Structure (SMILES): C=NC.CNC
Total charge: 0
HOMO-LUMO gap: 9.58 eV
Highest occupied orbital energy: -8.64 eV
Calculated total energy: -268.9663 a.u.

(2)
Below is a gas-phase ion, C2H7N2P2 (charge +1) at a distorted geometry, with properties calculated with ωB97M-V/def2-TZVPD.

Cartesian coordinates (Å):
C 1.27 -2.13 -1.80
C 0.65 -1.25 -0.98
P -0.04 -1.71 0.64
P -1.04 0.26 0.60
N -0.20 1.70 0.25
N -1.72 0.66 2.08
H 1.23 -3.19 -1.54
H 1.88 -1.94 -2.72
H 0.51 -0.25 -1.19
H 0.15 1.69 -0.70
H 0.64 1.81 0.88
H -1.58 1.67 2.36
H -1.90 0.12 2.92

Computed properties:
Structure (SMILES): C=CP=P(N)=[NH2+]
Total charge: +1
HOMO-LUMO gap (alpha / beta): 6.84 / 6.47 eV
Highest occupied orbital energy (alpha / beta): -13.27 / -13.06 eV
Calculated total energy: -872.2986 a.u.

(3)
Below is 13 unconnected molecules or ions with the total composition C4H34NO13 at a distorted geometry, with properties calculated with ωB97M-V/def2-TZVPD.

Cartesian coordinates (Å):
C 1.87 -1.98 0.96
O 3.24 -1.75 0.96
C 1.33 -1.54 -0.43
C -0.12 -1.04 -0.37
C -0.23 0.21 0.55
N 1.66 -2.53 -1.46
H 1.40 -1.42 1.77
H 1.71 -3.06 1.10
H 1.95 -0.65 -0.58
H -0.80 -1.81 0.02
H -0.44 -0.64 -1.33
H 0.58 0.93 0.49
H -1.19 0.68 0.33
H -0.21 -0.12 1.58
H 1.62 -3.43 -1.02
H 2.54 -2.33 -1.90
H -2.63 1.07 -1.49
H -3.64 0.78 -0.32
O -3.31 1.47 -0.94
H 1.04 3.73 -2.89
H 0.97 2.13 -2.72
O 0.54 2.99 -2.56
H -4.63 -0.94 0.09
H -3.23 -1.50 0.08
O -3.76 -0.77 0.48
H -1.21 3.77 -0.32
H -2.23 2.62 -0.12
O -1.95 3.50 0.23
H 1.36 -0.24 -2.69
H 2.67 0.64 -2.51
O 1.75 0.57 -2.94
H -3.63 -2.81 -1.99
H -2.22 -2.96 -1.38
O -3.14 -2.77 -1.16
H 3.91 0.54 -0.67
H 3.85 1.83 -1.68
O 3.97 0.88 -1.71
H -0.60 -3.05 -3.66
H -0.24 -2.77 -2.22
O -1.00 -2.74 -2.83
H -0.13 2.83 3.81
H 1.23 3.11 3.06
O 0.76 3.19 3.88
H -2.54 0.02 2.21
H -2.68 1.47 2.12
O -2.82 0.76 2.76
H -0.34 0.45 5.21
H -1.72 0.81 4.67
O -0.83 1.17 4.79
H 3.39 -0.70 0.93
H 4.51 0.72 1.11
O 3.63 0.68 0.71

Computed properties:
Total charge: -1
HOMO-LUMO gap: 8.04 eV
Highest occupied orbital energy: -5.78 eV
Calculated total energy: -1205.7301 a.u.

(4)
Below is C19H24N4O5 in the gas phase at a distorted geometry, with properties calculated with ωB97M-V/def2-TZVPD.

Cartesian coordinates (Å):
C -2.42 -1.56 2.10
O -2.53 -0.16 2.08
C -1.79 0.55 1.16
C -0.92 -0.07 0.26
C -0.14 0.68 -0.59
C 0.83 0.03 -1.56
C 1.07 -1.44 -1.24
C 1.75 -1.67 0.04
O 1.82 -2.74 0.62
O 2.27 -0.53 0.51
C 2.85 -0.48 1.82
C 4.09 -1.37 1.93
C 1.82 -0.81 2.90
C 0.61 -2.44 -2.04
C 0.77 -3.90 -1.79
N -0.05 -2.15 -3.21
C -0.13 -0.87 -3.66
N -0.57 -0.43 -4.82
C -0.36 0.90 -4.73
N 0.18 1.29 -3.59
N 0.33 0.14 -2.91
C -0.25 2.06 -0.60
C -1.15 2.69 0.24
O -1.35 4.04 0.29
C -0.63 4.85 -0.61
C -1.93 1.94 1.14
O -2.73 2.69 1.96
C -3.92 2.14 2.47
H -3.07 -1.89 2.91
H -2.77 -2.00 1.16
H -1.40 -1.89 2.30
H -0.84 -1.14 0.26
H 1.78 0.58 -1.52
H 3.15 0.57 1.90
H 4.59 -1.19 2.88
H 4.78 -1.14 1.12
H 3.81 -2.42 1.86
H 1.54 -1.85 2.84
H 2.24 -0.60 3.88
H 0.94 -0.19 2.76
H 1.30 -4.08 -0.86
H -0.21 -4.37 -1.73
H 1.31 -4.36 -2.61
H -0.33 -2.90 -3.83
H -0.60 1.58 -5.51
H 0.35 2.62 -1.30
H -0.98 5.86 -0.43
H 0.45 4.80 -0.42
H -0.83 4.58 -1.65
H -4.49 1.62 1.69
H -3.74 1.44 3.29
H -4.50 2.99 2.83

Computed properties:
Structure (SMILES): COc1cc([C@H]2C(C(=O)OC(C)C)=C(C)Nc3ncnn32)cc(OC)c1OC
Total charge: 0
HOMO-LUMO gap: 8.53 eV
Highest occupied orbital energy: -7.90 eV
Calculated total energy: -1333.6185 a.u.

> Number 4 is which compound?

C19H24N4O5

> Which formula does entry 2 have?

C2H7N2P2

> The lowest total charge belongs to which entry?

C4H34NO13

> Which value of total charge does entry 1 give?

0